{
  "formula": "C20H28N2O4S",
  "method": "ωB97M-V with the def2-TZVPD basis set",
  "homo_energy_ev": -8.538,
  "lumo_ev": 0.379,
  "homo_lumo_gap_ev": 8.92,
  "de_lowest_kj_mol": 77.04,
  "elements": ["C", "C", "C", "C", "C", "C", "C", "N", "C", "C", "C", "S", "O", "O", "N", "C", "C", "C", "O", "C", "C", "C", "C", "C", "C", "C", "O", "H", "H", "H", "H", "H", "H", "H", "H", "H", "H", "H", "H", "H", "H", "H", "H", "H", "H", "H", "H", "H", "H", "H", "H", "H", "H", "H", "H"],
  "positions_angstrom": [[0.58211, 0.79389, 3.85978], [0.05404, -0.35858, 3.00162], [-0.11443, 0.07887, 1.57767], [-1.31434, 0.64568, 1.17650], [-1.46166, 1.09239, -0.13086], [-2.52923, 1.71561, -0.85607], [-2.07064, 1.92898, -2.14096], [-0.79545, 1.47997, -2.25315], [-0.38796, 0.96559, -1.04409], [0.81240, 0.39720, -0.65931], [0.92625, -0.03320, 0.64790], [2.51370, -0.74787, 1.06598], [3.09021, -0.11781, 2.21589], [3.29758, -0.77922, -0.14402], [2.09528, -2.32427, 1.48457], [2.79016, -2.96578, 2.58467], [4.10122, -3.64346, 2.18824], [5.20182, -2.62455, 1.86792], [6.41324, -3.22470, 1.46374], [6.43477, -3.63775, 0.12069], [-2.86197, 2.54190, -3.23396], [-4.36581, 2.36935, -2.94243], [-5.17054, 3.23154, -3.91695], [-4.76516, 0.90261, -3.11765], [-4.65596, 2.81965, -1.50321], [-3.86864, 2.07486, -0.43337], [-4.32982, 1.84445, 0.66467], [0.62138, 0.49407, 4.90408], [-0.06576, 1.66294, 3.76975], [1.58419, 1.06083, 3.53620], [0.75056, -1.19243, 3.05170], [-0.91394, -0.68256, 3.39005], [-2.13687, 0.74402, 1.86752], [-0.22922, 1.51828, -3.08505], [1.65196, 0.28234, -1.32523], [2.07043, -2.89183, 0.65036], [2.98341, -2.17912, 3.31660], [2.10725, -3.70281, 3.02182], [4.43925, -4.28057, 3.00767], [3.92292, -4.28131, 1.31827], [5.44213, -2.05576, 2.76973], [4.85323, -1.92339, 1.10043], [7.46663, -3.90458, -0.10219], [6.11243, -2.82861, -0.54523], [5.79700, -4.51310, -0.05298], [-2.60626, 2.09315, -4.19716], [-2.62706, 3.61052, -3.29521], [-6.23606, 3.11166, -3.73843], [-4.92185, 4.28429, -3.80116], [-4.96259, 2.94075, -4.94447], [-5.82109, 0.77198, -2.89465], [-4.19547, 0.26212, -2.44893], [-4.59053, 0.57849, -4.14166], [-5.71912, 2.71717, -1.27992], [-4.39815, 3.87811, -1.39571]]
}

{
  "formula": "C20H28N2O5PtSi",
  "method": "ωB97M-V with the def2-TZVPD basis set",
  "homo_energy_ev": [-8.681, -9.112],
  "lumo_ev": [0.365, -0.975],
  "s_squared": 2.01,
  "homo_lumo_gap_ev": [9.05, 8.14],
  "de_lowest_kj_mol": 60.65,
  "spin_multiplicity": 3,
  "elements": ["Pt", "C", "O", "C", "O", "N", "N", "H", "H", "H", "H", "H", "H", "C", "C", "O", "O", "H", "H", "H", "C", "C", "C", "C", "Si", "O", "C", "C", "C", "C", "C", "C", "C", "C", "C", "C", "C", "C", "H", "H", "H", "H", "H", "H", "H", "H", "H", "H", "H", "H", "H", "H", "H", "H", "H", "H", "H"],
  "positions_angstrom": [[-1.34396, -1.63191, -0.36364], [-3.10835, 4.61927, -1.41180], [-2.58372, 3.29268, -1.50384], [-3.29342, 2.17030, -1.11659], [-4.41821, 2.16680, -0.68207], [-2.50722, 1.09763, -1.23026], [-3.13264, -0.06742, -0.68416], [-4.19030, 4.38885, -1.00555], [-3.07807, 5.05099, -2.40947], [-2.66887, 5.38428, -0.74977], [-1.52208, 1.09816, -1.39307], [-3.96467, -0.33022, -1.25612], [-3.53581, 0.06730, 0.22025], [-3.57143, -5.10706, -0.54936], [-2.82115, -3.78631, -0.32590], [-2.52934, -3.21092, -1.37483], [-2.55656, -3.25739, 0.79682], [-4.50212, -4.87553, -1.03573], [-3.78464, -5.65248, 0.37257], [-3.02142, -5.83648, -1.13379], [3.44123, 1.77539, -0.45295], [2.30359, 1.12919, -1.20927], [2.68339, 0.34322, -2.41517], [1.39758, 2.34031, -1.69504], [1.26523, 0.08539, -0.14837], [-0.10788, -0.18002, -1.00540], [1.81827, -1.68856, 0.37472], [1.56748, -2.67231, -0.58015], [1.67333, -4.00677, -0.22991], [1.87422, -4.36342, 1.08537], [2.30106, -3.37329, 1.99524], [2.34813, -2.05016, 1.59059], [0.89366, 0.94094, 1.41116], [1.88965, 1.18013, 2.33068], [1.66270, 2.03431, 3.41967], [0.35718, 2.53464, 3.64756], [-0.64125, 2.38500, 2.68869], [-0.40005, 1.55804, 1.56521], [4.05839, 2.34511, -1.18501], [4.09812, 1.04674, 0.07536], [2.91499, 2.49600, 0.14678], [3.39636, 0.76797, -3.11375], [1.83769, 0.04615, -3.04371], [3.21941, -0.59920, -2.19021], [2.01641, 3.11365, -2.20854], [0.78309, 2.87535, -0.92491], [0.65733, 2.04293, -2.45767], [1.24801, -2.43355, -1.56801], [1.54876, -4.79737, -0.97411], [2.03229, -5.41971, 1.30239], [2.64844, -3.57969, 3.03720], [2.73295, -1.31109, 2.28702], [2.88731, 0.71937, 2.36083], [2.28483, 2.12858, 4.25941], [0.23847, 3.05406, 4.62411], [-1.58241, 2.70013, 3.04724], [-1.21397, 1.25200, 0.98926]]
}

{
  "formula": "C20H28N4O2S",
  "method": "ωB97M-V with the def2-TZVPD basis set",
  "homo_energy_ev": -8.557,
  "lumo_ev": 0.555,
  "homo_lumo_gap_ev": 9.11,
  "de_lowest_kj_mol": 173.31,
  "elements": ["C", "O", "C", "C", "C", "N", "C", "C", "C", "C", "C", "C", "C", "C", "N", "N", "C", "S", "C", "C", "O", "N", "C", "C", "C", "C", "C", "H", "H", "H", "H", "H", "H", "H", "H", "H", "H", "H", "H", "H", "H", "H", "H", "H", "H", "H", "H", "H", "H", "H", "H", "H", "H", "H", "H"],
  "positions_angstrom": [[-0.37919, -4.54863, 0.63686], [0.98155, -4.25814, 0.42547], [1.42134, -3.05205, 0.99623], [0.92322, -1.80441, 0.25810], [1.58166, -0.54214, 0.81522], [1.12745, 0.62895, 0.11746], [1.67280, 1.26816, -0.96793], [2.94703, 0.87209, -1.61939], [4.11121, 1.03609, -0.67399], [4.99257, -0.00894, -0.43199], [6.05096, 0.15543, 0.44566], [6.23446, 1.36477, 1.09274], [5.35876, 2.41180, 0.85579], [4.30355, 2.24882, -0.02281], [0.92301, 2.27267, -1.31421], [-0.13699, 2.32122, -0.48804], [-0.01271, 1.33741, 0.36291], [-1.12037, 0.91654, 1.63396], [-2.27632, 2.32791, 1.53445], [-3.69837, 1.84169, 1.28584], [-4.49983, 1.83874, 2.20302], [-4.01976, 1.43542, 0.04319], [-3.15553, 1.34514, -1.11108], [-2.88881, -0.12525, -1.44259], [-4.21202, -0.84297, -1.69634], [-5.13755, -0.66270, -0.49495], [-5.31502, 0.82334, -0.18282], [-1.03601, -3.87568, 0.07523], [-0.53052, -5.56720, 0.28508], [-0.63498, -4.48896, 1.70130], [2.51316, -3.09580, 0.94462], [1.12135, -2.99617, 2.05381], [-0.15905, -1.71359, 0.36839], [1.15199, -1.90856, -0.80487], [2.66900, -0.59941, 0.72298], [1.32222, -0.42663, 1.87230], [2.88416, -0.16318, -1.96379], [3.07557, 1.52111, -2.48822], [4.85544, -0.95589, -0.93644], [6.73156, -0.66404, 0.62386], [7.05865, 1.49217, 1.77842], [5.49946, 3.35832, 1.35611], [3.61947, 3.06323, -0.21294], [-2.26098, 2.80950, 2.51236], [-1.89059, 2.99712, 0.76917], [-2.22041, 1.88128, -0.95881], [-3.67587, 1.81325, -1.95546], [-2.24039, -0.18764, -2.31768], [-2.37463, -0.59345, -0.60004], [-4.03711, -1.90481, -1.87981], [-4.68531, -0.42228, -2.58677], [-6.11167, -1.11145, -0.69293], [-4.70595, -1.15648, 0.37829], [-5.91379, 0.96417, 0.71802], [-5.80188, 1.33011, -1.02301]]
}